Entry from the OMol25 dataset: 3 unconnected molecules or ions with the total composition C18H36BN2O3 in a non-equilibrium geometry (ωB97M-V/def2-TZVPD).

```
! RIJCOSX wB97M-V def2-TZVPD def2/J DEFGRID3
* xyz 1 1
O 1.673 -6.856 1.600
O -2.114 -7.275 0.324
O -0.519 -6.941 2.066
N 1.235 -2.349 3.509
N -2.097 -5.095 1.432
C -0.722 -1.068 -1.328
C 0.906 -4.829 2.479
C -1.827 -1.472 0.935
C 0.690 -6.288 1.992
C 0.564 -4.560 3.809
C -1.784 -1.839 -0.544
C -0.916 0.449 -1.366
C 1.412 -3.801 1.683
C 1.360 3.778 -1.853
C 2.729 3.151 -2.098
C 0.601 6.439 0.695
C 1.992 5.984 0.264
C -2.253 0.918 -1.936
C 2.237 6.125 -1.238
C 1.571 -2.550 2.240
C 1.322 5.280 -2.126
C -2.459 0.523 -3.395
C 0.732 -3.304 4.295
B -1.569 -6.428 1.277
H 3.052 3.311 -3.128
H 3.281 5.875 -1.448
H -0.183 5.832 0.237
H 2.156 4.950 0.583
H 1.332 -1.421 3.907
H 1.972 -1.739 1.644
H 1.039 3.569 -0.827
H -2.293 2.008 -1.863
H -2.570 -2.071 1.464
H 0.443 -3.096 5.319
H -3.407 0.914 -3.764
H -2.918 -5.049 2.026
H 1.660 -3.970 0.642
H -2.770 -1.688 -0.988
H 1.596 5.457 -3.171
H 0.264 -1.280 -0.894
H 0.291 5.631 -2.025
H -0.687 -1.457 -2.349
H 0.180 -5.361 4.431
H -2.095 -0.424 1.069
H -2.481 -0.560 -3.523
H -0.803 0.855 -0.355
H -1.568 -2.909 -0.634
H 0.430 7.482 0.421
H 2.734 6.590 0.791
H -1.663 0.926 -4.024
H 2.691 2.073 -1.923
H -0.105 0.885 -1.956
H -2.785 -7.850 0.710
H 2.119 7.175 -1.521
H -2.339 -4.731 0.515
H -3.082 0.539 -1.332
H 0.490 6.354 1.777
H 0.631 3.290 -2.507
H -0.866 -1.670 1.413
H 3.488 3.565 -1.432
*
```

Lowest unoccupied orbital energy: -4.7678 eV
Frontier orbital gap: 7.726 eV
HOMO energy: -0.4592 Eh
E_tot: -1067.4076 hartree